{"formula": "C5H7NO2", "method": "the ωB97M-V functional and the def2-TZVPD basis", "symbols": ["C", "C", "C", "C", "C", "O", "N", "O", "H", "H", "H", "H", "H", "H", "H"], "coordinates": [[-1.31287, -0.71413, -0.54187], [0.14003, -1.00891, -0.91380], [-1.42076, 0.27288, 0.61068], [0.60584, 1.43762, 0.16603], [1.80353, 1.05019, 0.59663], [0.77745, -1.82639, -0.04032], [-0.63272, 1.20494, 0.87563], [0.57310, -0.83440, -2.02026], [0.31453, -1.89196, 0.80283], [-1.82739, -1.64215, -0.28150], [-1.80245, -0.26348, -1.40920], [-2.34000, 0.22027, 1.18860], [0.49384, 2.25536, -0.53347], [1.92805, 0.22622, 1.27721], [2.69983, 1.51393, 0.22281]], "forces_ev_per_a": [[0.519, 0.787, 0.556], [-0.995, -1.629, -1.327], [-0.678, -0.528, -0.684], [-0.487, 0.762, 1.378], [-0.402, -0.090, -0.385], [0.465, 0.277, 0.049], [1.303, 0.212, -0.226], [0.170, 0.281, 0.754], [-0.094, 0.108, -0.045], [0.097, -0.002, -0.122], [0.039, -0.139, 0.042], [-0.071, -0.011, 0.145], [0.091, 0.002, -0.199], [-0.034, 0.073, 0.419], [0.076, -0.103, -0.355]], "nbo_charge": [-0.609, 0.802, 0.137, -0.076, -0.416, -0.679, -0.388, -0.550, 0.481, 0.239, 0.263, 0.179, 0.209, 0.197, 0.212], "fmax_ha_per_bohr": 0.0452, "smiles": "C=C/N=C\\CC(=O)O", "e_tot_ha": -399.90938, "total_charge": 0, "homo_energy_ev": -9.082, "e_above_lowest_kj_mol": 147.5, "molar_mass_g_mol": 113.12, "orbital_gap_ev": 9.557}



{"formula": "CH3FINS", "method": "the ωB97M-V functional and the def2-TZVPD basis", "symbols": ["C", "N", "F", "S", "I", "H", "H", "H"], "coordinates": [[-1.36399, -0.34755, 0.08588], [-0.26220, -0.99365, 0.69004], [2.53503, 1.82275, -1.00812], [2.88004, 1.10124, 0.42539], [1.38563, -0.91629, -0.19233], [-1.83468, -1.05712, -0.57616], [-1.16529, 0.60759, -0.23496], [-2.17454, -0.21697, 0.81027]], "forces_ev_per_a": [[-1.535, -1.760, 1.277], [-1.009, -0.967, 2.076], [0.112, -0.659, 1.035], [2.446, 3.813, -0.049], [-0.594, -2.783, -2.012], [-0.086, 0.205, -1.242], [0.398, 2.173, -1.649], [0.268, -0.023, 0.564]], "lowdin_spin": [0.052, 0.497, 0.163, 0.948, 0.312, 0.019, 0.007, 0.002], "fmax_ha_per_bohr": 0.0881, "e_tot_ha": -890.15918, "total_charge": 0, "homo_energy_ev": [-7.180, -8.176], "spin_multiplicity": 3, "e_above_lowest_kj_mol": 159.3, "molar_mass_g_mol": 207.01, "orbital_gap_ev": [6.620, 4.885]}



{"formula": "C19H24NOS", "method": "the ωB97M-V functional and the def2-TZVPD basis", "symbols": ["C", "S", "C", "C", "C", "C", "C", "C", "C", "C", "C", "O", "H", "H", "H", "H", "H", "H", "H", "H", "H", "H", "H", "H", "C", "N", "C", "C", "C", "C", "C", "C", "C", "C", "H", "H", "H", "H", "H", "H", "H", "H", "H", "H", "H", "H"], "coordinates": [[3.02693, -0.56869, 3.43634], [2.99885, 0.70485, 2.07772], [3.20024, -0.45766, 0.66492], [1.23990, 1.45636, 1.83430], [0.31842, 0.65324, 2.74445], [-0.95380, -0.02681, 2.19877], [-1.01660, -1.44450, 2.08603], [-2.23722, -2.06063, 1.81401], [-3.42591, -1.32564, 1.74939], [-3.37912, 0.07278, 1.88889], [-2.15248, 0.68328, 2.09254], [0.50848, 0.62612, 3.97232], [4.03381, -0.48896, 3.88063], [2.27276, -0.33962, 4.19586], [2.89291, -1.56657, 2.98828], [4.27068, -0.41540, 0.40096], [2.97746, -1.50983, 0.93895], [2.61394, -0.17789, -0.21695], [1.06999, 1.11095, 0.78366], [-0.08533, -1.99926, 2.21292], [-2.25920, -3.15637, 1.67543], [-4.36156, -1.84910, 1.53942], [-4.30671, 0.63772, 1.85443], [-2.15041, 1.75617, 2.17246], [-0.82023, 3.48290, 3.40221], [0.40031, 3.85017, 2.77206], [0.94514, 5.11224, 3.25711], [0.91534, 3.07892, 1.66601], [2.22169, 3.59976, 1.01979], [3.32503, 3.95620, 1.81082], [4.52434, 4.34988, 1.18677], [4.62007, 4.38453, -0.20136], [3.56120, 3.95194, -0.98511], [2.36095, 3.54556, -0.37929], [-1.30592, 4.31927, 3.91486], [-1.55855, 3.16233, 2.65217], [-0.68588, 2.64933, 4.09804], [0.16756, 5.70773, 3.77424], [1.76251, 4.92608, 3.98480], [1.33525, 5.76179, 2.44644], [0.04209, 3.05320, 0.85806], [3.27609, 3.93129, 2.91268], [5.37112, 4.61145, 1.78892], [5.57149, 4.66213, -0.65690], [3.68632, 3.89684, -2.06377], [1.57959, 3.10690, -1.01178]], "forces_ev_per_a": [[0.366, 0.155, 0.025], [-0.289, -0.169, 0.116], [0.428, -0.382, -0.220], [-0.842, -1.269, -1.010], [-1.252, 0.136, 2.255], [-0.123, -0.998, 0.415], [0.269, 1.329, -0.060], [0.103, -0.533, 0.053], [0.383, 0.329, -0.223], [-0.027, -1.392, -0.111], [0.167, 0.440, -0.166], [-0.038, 0.007, -2.728], [-0.415, 0.007, -0.300], [0.239, -0.018, -0.339], [-0.095, 0.558, 0.261], [-0.457, 0.113, 0.110], [-0.121, 0.845, 0.036], [0.072, 0.224, 0.377], [0.128, 0.240, 0.814], [-0.390, -0.150, -0.070], [-0.032, 0.739, 0.144], [0.274, 0.265, 0.182], [0.290, 0.070, -0.041], [-0.021, -0.188, 0.018], [-1.086, -0.875, -0.190], [1.012, 0.318, -0.346], [0.992, 0.403, -0.051], [-0.566, 0.529, -0.566], [-0.465, -0.179, -0.029], [0.394, 0.217, -0.262], [-1.077, -0.279, 0.050], [0.363, -0.225, 0.193], [-0.402, -0.230, 0.212], [0.442, -0.060, 0.071], [0.406, -0.137, -0.037], [0.250, 0.299, 0.154], [-0.296, 0.232, 0.153], [0.339, -0.573, -0.360], [-0.361, 0.415, -0.229], [-0.136, -0.486, 0.384], [1.760, -0.400, 1.290], [-0.033, 0.008, -0.752], [0.270, 0.144, 0.220], [-0.336, 0.031, 0.049], [-0.166, 0.039, 0.178], [0.076, 0.454, 0.328]], "nbo_charge": [-0.719, 0.778, -0.739, -0.399, 0.560, -0.089, -0.213, -0.204, -0.183, -0.182, -0.224, -0.530, 0.262, 0.299, 0.241, 0.267, 0.250, 0.263, 0.248, 0.207, 0.231, 0.232, 0.231, 0.209, -0.397, -0.481, -0.398, 0.009, -0.085, -0.219, -0.196, -0.199, -0.216, -0.166, 0.224, 0.171, 0.201, 0.220, 0.182, 0.211, 0.218, 0.227, 0.227, 0.231, 0.230, 0.211], "fmax_ha_per_bohr": 0.0531, "e_tot_ha": -1266.23279, "total_charge": 1, "homo_energy_ev": -11.168, "e_above_lowest_kj_mol": 350.2, "molar_mass_g_mol": 314.47, "orbital_gap_ev": 8.049}



- Which formula does entry 3 have?
  C19H24NOS



- Which formula does entry 1 have?
  C5H7NO2